No. 1
The following is a DFT calculation (ωB97M-V/def2-TZVPD) of a molecular structure, C10H16P in a non-equilibrium geometry.

Structure (XYZ):
```
27
Properties=species:S:1:pos:R:3:lowdin_charge:R:1
C 3.04 0.34 0.05 -0.0900
C 1.83 0.16 0.11 -0.1342
C -1.38 -0.45 -1.77 -0.1467
C -0.23 -0.98 -1.45 -0.1557
C -2.21 0.23 -0.76 -0.2489
C -0.96 0.68 0.61 -0.3301
C 4.41 0.73 0.10 -0.0686
C -3.27 -0.65 -0.17 -0.0526
C -0.55 2.13 0.38 -0.1539
C 0.29 -2.01 1.37 -0.1560
P 0.28 -0.59 0.24 0.9021
H -1.73 -0.48 -2.83 0.1504
H 0.52 -1.41 -2.10 0.0959
H -2.62 1.17 -1.22 0.1494
H -1.28 0.60 1.68 0.1161
H 4.63 1.79 0.25 0.1061
H 4.90 0.01 0.79 0.1079
H 4.82 0.43 -0.89 0.1104
H -2.68 -1.43 0.25 0.0709
H -3.81 -1.13 -0.96 0.0921
H -3.88 -0.16 0.47 0.0609
H -0.33 2.39 -0.77 0.1247
H 0.54 2.32 0.79 0.0932
H -1.37 2.81 0.84 0.1127
H 0.21 -3.01 0.89 0.0778
H -0.45 -1.72 2.21 0.0955
H 1.28 -1.76 1.88 0.0703
```

## Properties
net charge = +1
orbital gap = 10.8 eV
M = 167.2 g mol⁻¹

***

No. 2
The following is a DFT calculation (ωB97M-V/def2-TZVPD) of a single C10H16S molecule in a non-equilibrium geometry.

Structure (XYZ):
```
27
Properties=species:S:1:pos:R:3:lowdin_charge:R:1
C 1.71 0.99 -0.47 -0.1554
C 0.69 1.65 -0.06 -0.0933
C 1.85 -0.45 -0.83 -0.1603
C -0.54 -0.25 -1.64 -0.1074
C 0.50 -1.16 -0.88 -0.2245
C -0.99 0.15 -0.20 -0.5846
C -0.37 -1.00 0.45 -0.5109
C 0.12 2.95 0.22 -0.0874
C -1.32 -2.26 0.54 -0.0432
C 0.11 -0.82 1.90 -0.0361
S -2.51 0.94 0.28 0.8122
H 2.62 1.54 -0.72 0.1173
H 2.37 -0.65 -1.76 0.1201
H 2.41 -0.79 0.04 0.1117
H 0.00 0.52 -2.30 0.1293
H -1.31 -0.76 -2.25 0.1060
H 0.75 -2.21 -1.19 0.1432
H 0.65 3.49 0.95 0.0715
H -0.85 2.82 0.57 -0.0009
H 0.22 3.50 -0.71 0.0963
H -1.87 -2.30 1.51 0.0909
H -0.65 -3.07 0.37 0.0651
H -2.10 -2.38 -0.19 0.0730
H -0.77 -0.59 2.44 0.0622
H 0.97 -0.13 1.99 0.0823
H 0.56 -1.71 2.37 0.0884
H -2.23 1.98 -0.43 -0.1655
```

## Properties
orbital gap = 8.2 eV
M = 168.3 g mol⁻¹

***

No. 3
The following is a DFT calculation (ωB97M-V/def2-TZVPD) of a single C10H17BBrO8P molecule.

Structure (XYZ):
```
38
Properties=species:S:1:pos:R:3:lowdin_charge:R:1
C -2.96 -3.58 -1.48 -0.0287
O -2.01 -3.68 -0.41 0.0557
B -0.74 -3.27 -0.68 -0.7019
O 0.31 -4.15 -0.67 0.1314
C -0.43 -1.72 -1.02 -0.3581
P 0.00 -1.52 -2.87 0.9665
C 1.54 -0.53 -2.89 -0.2622
O -1.12 -0.42 -3.36 -0.2962
O -1.71 -1.00 -0.78 0.0142
C -1.82 -0.84 0.56 -0.5479
O -2.77 -0.38 1.12 0.1975
O -0.65 -1.23 1.16 0.0240
C 0.33 -1.04 0.14 -0.7316
Br 2.01 -1.88 0.63 0.8999
C 0.60 0.48 -0.05 -0.1949
C 0.43 1.33 1.21 -0.1185
C 0.06 2.78 0.86 -0.1539
O 0.96 3.74 1.44 -0.0245
C 0.92 3.79 2.81 -0.5285
C 2.29 3.88 3.43 0.0203
O -0.11 3.76 3.43 0.1207
H -3.96 -3.69 -1.06 0.0993
H -2.91 -2.62 -1.99 0.0873
H -2.81 -4.40 -2.19 0.1004
H 0.40 -4.59 0.18 0.1161
H 1.35 0.51 -2.61 0.0338
H 1.94 -0.53 -3.91 0.0415
H 2.28 -0.92 -2.20 0.0254
H -1.07 0.41 -2.87 0.0539
H 1.63 0.58 -0.39 0.0906
H -0.03 0.84 -0.87 0.1042
H 1.37 1.34 1.77 0.1255
H -0.33 0.92 1.88 0.1201
H -0.97 2.98 1.16 0.1283
H 0.13 2.95 -0.21 0.1234
H 2.54 2.91 3.86 0.0937
H 2.28 4.65 4.20 0.0896
H 3.03 4.15 2.67 0.0835
```

## Properties
orbital gap = 9.8 eV
SMILES = COB(O)[C@@]1(P(C)O)OC(=O)O[C@]1(Br)CCCOC(C)=O
M = 386.9 g mol⁻¹

***

No. 4
The following is a DFT calculation (ωB97M-V/def2-TZVPD) of a single C10H17BOS molecule in a non-equilibrium geometry.

Structure (XYZ):
```
30
Properties=species:S:1:pos:R:3:lowdin_charge:R:1
C 3.96 -0.80 -1.15 -0.3755
C 4.75 -0.04 -0.46 -0.3861
S 3.85 0.88 0.85 0.9694
B 2.38 -0.19 0.45 -0.4521
C 0.97 -0.19 1.15 -0.2456
C 0.50 1.20 0.81 -0.1965
C 0.38 1.50 -0.70 -0.2258
C -0.56 0.65 -1.47 -0.2197
C -1.89 0.48 -0.73 -0.1888
C -2.28 -0.79 0.13 -0.2025
C -1.41 -1.21 1.32 -0.1997
C 0.03 -1.44 0.91 -0.1493
O 2.71 -1.15 -0.88 -0.0028
H 4.45 -1.37 -1.99 0.1431
H 5.78 0.15 -0.76 0.0771
H 1.01 -0.14 2.27 0.1497
H 1.14 1.86 1.27 0.0763
H -0.53 1.31 1.15 0.0961
H 1.36 1.59 -1.25 0.1238
H 0.08 2.59 -0.78 0.1311
H 0.01 -0.24 -1.64 0.1001
H -0.85 1.21 -2.37 0.1155
H -2.02 1.33 0.04 0.1189
H -2.71 0.65 -1.54 0.1308
H -3.28 -0.49 0.34 0.0745
H -2.36 -1.75 -0.54 0.1387
H -1.50 -0.38 1.96 0.0812
H -1.84 -2.13 1.86 0.1352
H 0.39 -2.31 1.31 0.0833
H 0.12 -1.55 -0.18 0.0997
```

## Properties
orbital gap = 9.3 eV
SMILES = C1=CSB(C2CCCCCCC2)O1
M = 196.1 g mol⁻¹

***

No. 5
The following is a DFT calculation (ωB97M-V/def2-TZVPD) of a gas-phase ion, C10H17BrN (charge +1) in a non-equilibrium geometry.

Structure (XYZ):
```
29
Properties=species:S:1:pos:R:3:lowdin_charge:R:1
C -1.49 2.05 0.54 0.0348
C -0.04 1.56 0.42 -0.0346
C -2.43 1.20 0.13 -0.3605
C 0.02 0.26 0.16 -0.2292
C -1.75 -0.02 -0.28 -0.5448
C -3.86 1.41 0.12 -0.0265
C 1.82 0.81 -1.93 -0.0443
C 1.67 -2.77 1.11 -0.0736
C 2.29 -0.01 -0.78 -0.1046
C 1.28 -1.35 1.27 -0.1721
N 1.06 -0.67 -0.06 -0.0882
Br -2.30 -1.76 0.38 0.7154
H -1.90 2.99 0.79 0.1137
H 0.75 2.25 0.76 0.1242
H -1.53 -0.18 -1.40 0.1172
H -4.17 2.44 0.15 0.0886
H -4.38 0.82 0.92 0.1187
H -4.23 1.11 -0.88 0.1101
H 1.35 1.64 -1.51 0.0416
H 2.76 1.12 -2.41 0.1129
H 1.18 0.19 -2.58 0.1161
H 2.40 -3.12 1.92 0.1251
H 0.80 -3.39 1.15 0.0767
H 2.20 -3.01 0.25 0.0609
H 2.71 0.55 0.03 0.1265
H 2.80 -0.83 -1.14 0.1104
H 2.15 -0.62 1.68 0.1793
H 0.25 -1.28 1.81 0.1397
H 0.60 -1.40 -0.61 0.1667
```

## Properties
net charge = +1
orbital gap (alpha / beta) = 6.6 / 7.1 eV
multiplicity = 3
M = 231.2 g mol⁻¹
<S²> = 2.013

***

No. 6
The following is a DFT calculation (ωB97M-V/def2-TZVPD) of a molecular structure, C10H17FO3V in a non-equilibrium geometry.

Structure (XYZ):
```
32
Properties=species:S:1:pos:R:3:lowdin_charge:R:1
C -2.51 -0.02 -1.33 0.0059
C -2.40 -0.40 0.20 -0.0648
C -0.91 -0.33 0.74 -0.1242
C -0.40 1.10 0.46 -0.0792
C 1.00 1.43 1.07 -0.0858
C 2.27 0.87 0.31 -0.1619
O 2.01 0.33 -0.99 -0.1919
C 2.11 1.29 -2.01 -0.1138
C -1.17 -0.68 2.32 -0.3284
O -1.33 0.14 3.07 0.4592
O -1.17 -2.02 2.44 0.1935
C -0.61 -2.71 1.34 0.0317
C -0.02 -1.56 0.41 -0.1777
F -0.04 -1.79 -0.92 0.1279
H -1.52 0.07 -1.80 0.0735
H -3.06 -0.79 -1.89 0.1228
H -2.99 0.97 -1.40 0.1110
H -2.79 -1.43 0.35 0.1431
H -3.07 0.24 0.80 0.1647
H -1.12 1.79 0.92 0.1683
H -0.35 1.34 -0.61 0.1293
H 1.09 2.54 1.07 0.1484
H 1.00 1.15 2.14 0.1303
H 3.06 1.64 0.31 0.1439
H 2.66 0.03 0.92 0.1384
H 1.34 2.08 -1.98 0.1339
H 1.93 0.74 -2.99 0.0806
H 3.15 1.74 -2.09 0.0947
H 0.20 -3.40 1.59 0.1791
H -1.35 -3.21 0.69 0.1687
H 1.07 -1.53 0.62 0.1731
V 3.94 0.37 -3.77 1.2053
```

## Properties
net charge = +3
orbital gap = 2.1 eV
M = 255.2 g mol⁻¹

***

No. 7
The following is a DFT calculation (ωB97M-V/def2-TZVPD) of a molecular structure, C10H17FeNO7S3 in a non-equilibrium geometry.

Structure (XYZ):
```
39
Properties=species:S:1:pos:R:3:lowdin_charge:R:1
Fe 0.32 -0.28 0.37 0.2009
O 3.57 0.18 3.19 0.1445
C 2.35 0.19 2.65 -0.4690
O 2.12 0.64 1.55 0.0503
C 1.31 -0.36 3.60 -0.0926
O 0.10 -0.61 2.93 -0.0857
C -0.10 -1.99 2.51 -0.3125
C 1.21 -2.55 1.90 -0.6385
O 1.82 -3.38 2.57 0.0322
O 1.50 -2.02 0.79 -0.0748
H 4.20 0.51 2.53 0.1392
H 1.70 -1.25 4.10 0.1449
H 1.12 0.41 4.36 0.1477
H -0.41 -2.58 3.38 0.1608
H -1.92 -1.68 1.91 0.0190
C -1.98 -0.85 -2.13 -0.5122
C -0.76 -0.73 -3.03 -0.4955
S 0.80 -0.87 -2.11 0.9199
C 1.74 0.54 -2.74 -0.5135
C 1.13 1.92 -2.54 -0.4994
S 0.68 2.24 -0.81 0.8934
C -1.00 2.88 -1.00 -0.5265
C -2.02 1.93 -1.62 -0.5052
S -2.10 0.33 -0.76 0.8828
H -1.96 -1.81 -1.62 0.0777
H -2.89 -0.79 -2.72 0.0801
H -0.75 0.21 -3.59 0.0599
H -0.79 -1.54 -3.76 0.0782
H 1.96 0.37 -3.79 0.0809
H 2.68 0.46 -2.18 0.0795
H 0.25 2.06 -3.16 0.0615
H 1.87 2.66 -2.84 0.0761
H -0.97 3.80 -1.59 0.0806
H -1.30 3.14 0.02 0.0752
H -1.80 1.74 -2.67 0.0599
H -3.01 2.38 -1.56 0.0764
O -3.99 -2.04 3.57 0.0434
N -3.58 -1.31 2.80 0.0963
O -1.07 -1.92 1.51 -0.0357
```

## Properties
orbital gap (alpha / beta) = 6.1 / 5.1 eV
multiplicity = 5
M = 415.3 g mol⁻¹
<S²> = 6.042

***

No. 8
The following is a DFT calculation (ωB97M-V/def2-TZVPD) of a gas-phase ion, C10H17N2 (charge +1) in a non-equilibrium geometry.

Structure (XYZ):
```
29
Properties=species:S:1:pos:R:3:lowdin_charge:R:1
C 2.32 0.10 1.34 0.0017
C 2.01 -0.05 -0.17 -0.5493
C 2.43 1.18 -0.86 -0.0973
C 2.73 -1.28 -0.75 -0.0373
C 0.48 -0.31 -0.30 -0.1233
C -0.50 0.43 -1.05 0.0665
N -1.70 -0.19 -0.97 0.0481
N -1.71 -1.23 0.02 0.1499
C -0.14 -1.23 0.50 0.2065
C -2.67 -0.08 0.12 -0.4031
C -4.04 -0.49 -0.25 0.0035
C -2.52 1.06 1.11 0.0292
H 3.36 0.16 1.48 0.0992
H 1.96 0.99 1.58 0.0533
H 2.00 -0.70 1.84 0.0427
H 2.47 1.27 -1.98 0.1041
H 1.89 2.14 -0.71 0.0940
H 3.46 1.60 -0.56 0.1261
H 3.79 -0.90 -1.04 0.1253
H 2.76 -2.14 -0.08 0.0843
H 2.29 -1.81 -1.65 0.1042
H -0.23 1.17 -1.81 0.1583
H 0.09 -1.90 1.22 0.0968
H -3.98 -1.37 -0.96 0.1273
H -4.44 0.27 -0.76 0.0505
H -4.73 -0.67 0.59 0.1233
H -1.59 1.58 0.83 0.0854
H -2.37 0.64 2.11 0.1006
H -3.43 1.73 1.16 0.1293
```

## Properties
net charge = +1
orbital gap = 9.1 eV
SMILES = CC(C)(C)c1cn2[n+](c1)C2(C)C
M = 165.3 g mol⁻¹

***

No. 9
The following is a DFT calculation (ωB97M-V/def2-TZVPD) of a gas-phase ion, C10H17N2O2 (charge +1) in a non-equilibrium geometry.

Structure (XYZ):
```
31
Properties=species:S:1:pos:R:3:lowdin_charge:R:1
C -2.48 -0.66 1.03 0.1611
C -1.40 -0.27 0.37 -0.1739
C -0.72 0.38 -0.78 -0.0621
C -0.45 -0.27 -2.16 -0.5574
C 1.06 -0.56 -2.20 -0.0593
C -0.89 0.70 -3.29 -0.0473
N -1.22 -1.62 -2.12 0.0326
N -0.04 -0.02 0.49 0.1222
C 0.88 0.11 1.43 -0.1534
C 2.24 0.63 1.14 0.0004
C 0.66 -0.68 2.78 -0.0534
O 1.12 0.11 3.84 -0.0258
C 0.71 1.41 3.80 -0.2515
O 0.10 1.86 2.85 0.0995
H -2.39 -1.19 1.95 0.0673
H -3.43 -0.69 0.68 0.0471
H -0.81 1.52 -1.01 0.1882
H 1.30 -0.50 -3.30 0.0938
H 1.34 -1.67 -1.83 0.1336
H 1.65 0.27 -1.66 0.0861
H -1.25 0.18 -4.20 0.0911
H -1.72 1.40 -2.97 0.0898
H -0.03 1.45 -3.45 0.1105
H -2.30 -1.60 -2.09 0.1136
H -1.13 -2.14 -3.03 0.0912
H 2.77 -0.19 0.46 0.1573
H 2.87 0.81 2.01 0.0940
H 2.15 1.66 0.67 0.1266
H -0.40 -0.58 2.94 0.1211
H 1.02 -1.69 2.79 0.1534
H 0.79 1.86 4.88 0.2038
```

## Properties
net charge = +1
orbital gap = 8.5 eV
SMILES = C=C1[C@H](C(C)(C)N)/[N+]1=C(\C)COC=O
M = 197.3 g mol⁻¹

***

No. 10
The following is a DFT calculation (ωB97M-V/def2-TZVPD) of a molecular structure, C10H17N2OSiTl.

Structure (XYZ):
```
32
Properties=species:S:1:pos:R:3:lowdin_charge:R:1
Tl 0.93 1.46 -2.48 0.9435
C -1.22 -0.80 7.32 -0.1418
Si -1.30 -2.13 6.07 0.8072
C 0.13 -3.83 6.67 -0.1108
C -2.91 -2.83 5.56 -0.1428
C 0.23 -2.86 5.44 -0.2431
H -1.95 -0.94 8.11 0.0611
H -1.45 0.15 6.83 0.0605
H -0.22 -0.71 7.75 0.0603
H -0.77 -3.67 7.33 0.0845
H 0.96 -3.70 7.36 0.1054
H 0.03 -4.87 6.37 0.1057
H -3.58 -2.93 6.42 0.0612
H -2.80 -3.79 5.06 0.0596
H -3.39 -2.13 4.86 0.0599
H 0.16 -3.40 4.50 0.0862
H 1.12 -2.25 5.48 0.0870
N 4.34 4.93 -8.30 0.1943
C 4.11 3.61 -8.08 -0.4872
O 4.45 2.73 -8.83 0.0965
C 3.40 3.24 -6.79 -0.0850
C 2.90 1.95 -6.71 0.0341
C 2.26 1.55 -5.56 -0.1322
N 2.11 2.35 -4.50 -0.1549
C 2.59 3.60 -4.57 -0.1349
C 3.24 4.08 -5.69 0.0173
H 4.79 5.18 -9.16 0.1294
H 3.95 5.66 -7.74 0.0996
H 3.03 1.28 -7.55 0.1351
H 1.87 0.54 -5.47 0.1099
H 2.46 4.23 -3.70 0.1131
H 3.62 5.09 -5.67 0.1211
```

## Properties
net charge = +2
orbital gap = 8.3 eV
M = 413.7 g mol⁻¹

***

No. 11
The following is a DFT calculation (ωB97M-V/def2-TZVPD) of a single C10H17N3O molecule in a non-equilibrium geometry.

Structure (XYZ):
```
31
Properties=species:S:1:pos:R:3:lowdin_charge:R:1
C 0.37 -0.62 -3.10 -0.1109
C 1.35 -0.59 -1.93 -0.2117
C 0.64 -1.00 -0.62 -0.2418
C 1.64 -1.27 0.49 -0.2940
N 2.94 -1.05 0.45 0.0865
N 3.46 -1.45 1.63 0.0294
C 2.50 -1.94 2.35 -0.1492
O 1.33 -1.85 1.66 0.0724
N -0.38 0.00 -0.20 -0.0943
C -1.53 -0.54 0.60 -0.1704
C -2.59 0.54 0.85 -0.1763
C -2.00 1.90 1.27 -0.1978
C -0.87 2.30 0.32 -0.2057
C 0.19 1.25 0.39 -0.1808
H -0.34 0.22 -3.03 0.0706
H -0.18 -1.57 -3.18 0.0750
H 0.91 -0.50 -4.04 0.0703
H 1.88 0.36 -1.88 0.1020
H 2.14 -1.36 -2.15 0.1249
H 0.14 -1.96 -0.79 0.1513
H 2.60 -2.29 3.37 0.1286
H -2.01 -1.36 0.08 0.1159
H -1.19 -0.93 1.52 0.0908
H -3.10 0.68 -0.13 0.1172
H -3.35 0.13 1.53 0.1101
H -1.63 1.88 2.28 0.1063
H -2.77 2.67 1.16 0.1081
H -1.24 2.40 -0.71 0.1195
H -0.47 3.27 0.58 0.1072
H 1.07 1.58 -0.19 0.1239
H 0.47 1.12 1.43 0.1228
```

## Properties
orbital gap = 9.6 eV
SMILES = CC[C@@H](c1nnco1)N1CCCCC1
M = 195.3 g mol⁻¹

***

No. 12
The following is a DFT calculation (ωB97M-V/def2-TZVPD) of 2 unconnected molecules or ions with the total composition C10H17N4 in a non-equilibrium geometry.

Structure (XYZ):
```
31
Properties=species:S:1:pos:R:3:lowdin_charge:R:1
C 3.10 0.58 2.90 -0.0873
C 3.20 0.66 1.51 -0.0697
C 1.89 0.30 3.40 -0.0639
C 2.08 0.54 0.78 -0.0728
C 0.68 0.24 2.64 -0.0252
C 0.78 0.36 1.28 -0.1970
C -1.96 -1.19 -3.25 -0.2941
C -0.12 1.52 -0.85 -0.0566
C -1.72 0.84 1.00 -0.0002
C -0.38 0.51 0.22 -0.5124
N -0.97 -1.42 -2.48 0.1389
N -1.89 -1.35 -4.58 0.1456
N -1.11 -1.69 0.38 0.1092
N -0.26 -0.89 -0.16 0.1088
H 3.85 0.67 3.60 0.0891
H 4.25 0.80 1.12 0.1397
H 1.76 0.13 4.56 0.1524
H 2.15 0.66 -0.38 0.1336
H -0.26 0.15 3.05 0.0609
H -2.76 -0.67 -2.77 0.1227
H 0.61 1.08 -1.67 0.1112
H -0.97 1.71 -1.46 0.0592
H 0.43 2.47 -0.36 0.1595
H -2.55 0.60 0.30 0.0948
H -1.65 0.34 2.07 0.1106
H -1.58 1.96 1.11 0.1256
H -2.76 -1.58 -5.02 0.1183
H -0.97 -1.55 -4.85 0.0941
H -1.99 -1.49 0.74 0.0946
H -0.80 -2.60 0.10 0.1305
H -0.12 -1.68 -2.96 0.0802
```

## Properties
net charge = +1
orbital gap (alpha / beta) = 9.1 / 4.6 eV
multiplicity = 3
M = 193.3 g mol⁻¹
<S²> = 2.011

***

- Which value of M does entry 3 give?
  386.9 g mol⁻¹

***

- What is the M in the second record?
  168.3 g mol⁻¹

***

- Among the records above, which one has the highest M?
  C10H17FeNO7S3